# 1
Below is C54H45BrIN4O4Rb as an isolated structure, with properties calculated with ωB97M-V/def2-TZVPD.

Structure (ORCA input):
```
! RIJCOSX wB97M-V def2-TZVPD def2/J DEFGRID3
* xyz -2 1
I -0.041 -3.875 -0.193
Rb 0.979 -0.403 -0.346
Br -0.192 -7.410 -0.694
O -3.766 2.282 0.223
O -2.159 3.849 0.062
O 0.691 1.961 -0.991
O -1.509 -0.521 -0.256
N 2.642 -2.114 -2.602
N 4.671 -1.599 -1.489
N 2.770 -1.987 2.031
N 4.052 -1.738 -0.388
C 6.956 -2.219 1.825
C 1.561 -0.686 5.274
C -1.465 2.604 -0.095
C 1.571 -5.194 -0.239
C 3.831 -1.510 -2.605
C -0.313 2.833 -1.161
C 4.089 -1.988 1.999
C -5.186 -0.050 -0.600
C 1.104 -2.819 3.575
C -4.607 -2.067 -2.396
C -2.631 1.627 -0.388
C 1.320 5.790 0.615
C -2.134 2.465 -5.088
C -3.598 -1.497 -1.635
C -1.958 3.624 -2.989
C 3.865 -6.785 -0.274
C -0.545 1.753 -3.432
C 6.200 -2.036 0.698
C -1.127 1.605 -4.680
C 1.908 -2.033 -3.701
C -2.865 -0.033 1.584
C 2.091 -1.880 3.232
C -3.991 -0.868 3.561
C 1.483 -6.562 -0.435
C 0.663 4.602 0.363
C 6.289 -2.279 3.065
C 0.604 5.110 -1.963
C -4.412 4.583 -0.015
C -2.545 3.479 -4.234
C -1.808 0.349 2.414
C -3.947 -0.665 2.188
C 1.274 6.302 -1.716
C -0.953 2.756 -2.565
C -1.848 0.158 3.780
C 2.837 -4.627 -0.069
C -6.198 -0.619 -1.357
C 2.620 -7.360 -0.451
C 1.628 6.654 -0.428
C -3.398 3.688 2.129
C 0.379 -2.696 4.745
C -3.866 -0.485 -0.722
C 3.975 -5.414 -0.085
C 4.801 -1.912 0.748
C -5.915 -1.633 -2.261
C 4.934 -2.163 3.156
C -3.426 3.594 0.601
C 4.329 -0.815 -3.719
C -2.951 -0.448 4.368
C -2.651 0.110 0.062
C 2.301 -1.356 -4.845
C 3.543 -0.729 -4.846
C 0.276 4.241 -0.929
C 2.287 -0.798 4.103
C 0.608 -1.635 5.610
H 2.905 -3.562 0.091
H 6.869 -2.431 3.971
H 0.454 3.928 1.181
H 2.518 -8.425 -0.607
H 0.945 -2.532 -3.656
H -4.847 -1.372 3.996
H 6.660 -1.981 -0.280
H 3.885 -0.177 -5.713
H -2.600 2.344 -6.059
H -0.798 0.806 -5.335
H -2.564 -1.807 -1.718
H 3.019 -0.044 3.839
H 0.918 -3.637 2.891
H -0.385 -3.428 4.976
H 1.733 0.164 5.926
H 4.454 -2.235 4.124
H -2.279 4.416 -2.328
H -3.156 4.705 2.442
H 4.941 -4.943 0.049
H 0.345 4.854 -2.980
H 1.646 -1.317 -5.704
H 0.029 -1.533 6.520
H 8.033 -2.319 1.774
H 1.519 6.956 -2.546
H -5.403 4.450 0.419
H -0.954 2.353 0.838
H -4.366 3.403 2.539
H -2.979 -0.617 5.438
H 2.148 7.585 -0.234
H -4.466 4.403 -1.085
H -3.332 4.159 -4.540
H -0.912 0.754 1.967
H -4.078 5.604 0.164
H -2.790 1.617 -1.475
H 4.748 -7.412 -0.291
H -0.999 0.447 4.384
H -4.367 -2.854 -3.102
H -2.651 3.001 2.520
H 5.302 -0.349 -3.654
H 0.243 1.097 -3.086
H -6.708 -2.076 -2.854
H -7.218 -0.267 -1.240
H -5.420 0.742 0.093
H -4.767 -1.025 1.586
H 1.600 6.044 1.631
*
```

energy above the lowest of the compared OMol25 structures with the same formula, charge and spin	0.492	eV
E	-5500.5699	a.u.
frontier orbital gap	5.82	eV
F_max	1.29	eV/A
molecular weight	1106.3	Da

***

# 2
Below is C54H46N15O5PbS2 as an isolated structure, with properties calculated with ωB97M-V/def2-TZVPD.

Structure (ORCA input):
```
! RIJCOSX wB97M-V def2-TZVPD def2/J DEFGRID3
* xyz 1 1
Pb 1.146 -0.642 -0.710
S -1.166 -1.775 1.797
S 2.591 -1.077 -5.453
O 1.590 6.340 2.294
O 5.930 -7.264 -1.115
O 0.275 -1.869 1.690
O -1.673 -1.134 2.979
O 6.777 -5.690 -2.313
N -0.604 1.307 1.090
N 1.127 -3.254 -0.966
N 2.294 8.404 2.561
N 1.088 8.251 3.248
N 2.555 1.720 -0.948
N 3.476 -1.867 -1.073
N -3.153 0.193 -0.793
N -0.227 1.675 3.294
N 3.440 3.359 -2.209
N 5.895 -6.169 -1.630
N -4.300 -2.620 -3.193
N -1.691 -1.113 0.415
N 4.078 3.264 -1.019
N 1.396 -0.719 -2.961
N -1.400 2.221 2.909
C 4.677 -5.348 -1.404
C 4.580 -1.176 -1.270
C -1.388 0.239 -4.588
C 4.734 -3.905 -1.388
C -1.597 2.007 1.601
C -2.447 -1.040 -2.820
C 0.208 1.141 2.170
C 3.531 -3.217 -1.164
C 2.294 -5.342 -1.096
C -2.226 2.969 3.845
C 3.537 -6.034 -1.241
C 2.546 7.265 2.024
C 4.673 7.919 1.012
C -1.499 -5.731 2.330
C 0.718 7.032 3.069
C -1.745 1.256 -2.447
C 5.792 7.651 0.234
C -0.094 -5.315 -0.942
C 5.261 4.066 -0.760
C -3.828 -0.297 1.419
C -1.878 4.449 3.988
C -0.478 6.384 3.618
C -1.940 -0.939 -4.114
C 3.559 2.273 -0.300
C -2.791 -6.019 1.890
C 5.904 -3.135 -1.549
C -2.460 6.584 4.946
C -4.685 -4.016 -3.060
C -0.011 -3.918 -0.922
C -5.188 1.131 0.041
C 5.818 -1.772 -1.514
C 3.717 6.924 1.210
C 1.911 -0.872 -4.011
C -1.340 7.162 4.379
C 4.989 5.406 -0.131
C -0.747 5.024 3.413
C -3.338 -7.419 1.987
C -3.075 -3.687 1.317
C 3.881 5.672 0.646
C -5.390 -1.725 -2.860
C -1.265 1.335 -3.743
C -2.850 -0.437 0.383
C -4.946 0.457 1.254
C -0.988 -4.445 2.269
C -2.355 0.086 -2.012
C 2.281 -3.948 -1.060
C 5.942 6.396 -0.343
C -3.565 -4.983 1.377
C 1.068 -6.028 -1.024
C -2.725 5.239 4.757
C -1.786 -3.426 1.759
C 2.525 2.425 -2.117
C -4.283 0.964 -0.945
C -3.116 -2.333 -2.405
H 1.823 2.217 -2.911
H 1.135 0.587 2.137
H -5.655 0.537 2.070
H -2.408 -3.149 -2.575
H -3.415 -7.726 3.032
H -4.388 1.412 -1.921
H -3.128 7.185 5.549
H -5.667 -1.778 -1.790
H -0.885 -6.529 2.734
H -4.850 -4.312 -2.009
H -3.645 -0.791 2.356
H -6.064 1.739 -0.123
H 6.693 -1.156 -1.669
H 6.536 8.419 0.068
H 6.805 6.188 -0.968
H -3.258 2.862 3.513
H 4.489 -0.098 -1.229
H 3.558 -7.115 -1.252
H -3.605 4.798 5.214
H 3.122 4.914 0.804
H -3.694 -2.894 0.914
H -2.465 2.371 1.070
H -6.270 -1.971 -3.454
H 6.852 -3.617 -1.719
H 0.017 -4.225 2.608
H -1.117 8.211 4.527
H -3.344 -2.326 -1.327
H 1.063 -7.112 -1.041
H -0.913 -3.317 -0.858
H 3.910 2.010 0.689
H 5.734 4.222 -1.726
H -3.908 -4.657 -3.478
H -2.015 -1.803 -4.766
H -5.607 -4.197 -3.610
H -0.054 4.430 2.832
H -1.028 0.295 -5.607
H -2.128 2.470 4.807
H -2.681 -8.133 1.489
H -5.110 -0.696 -3.094
H -0.814 2.253 -4.099
H 4.520 8.889 1.465
H -4.329 -7.495 1.541
H 5.944 3.471 -0.154
H -1.061 -5.798 -0.890
H -4.573 -5.188 1.031
H -1.692 2.109 -1.779
*
```

energy above the lowest of the compared OMol25 structures with the same formula, charge and spin	0.000	eV
E	-4271.9477	a.u.
frontier orbital gap	7.09	eV
F_max	0.92	eV/A
molecular weight	1256.4	Da

***

Number 2 is which compound? C54H46N15O5PbS2

***

Which value of frontier orbital gap does entry 1 give? 5.82 eV